No. 1
A structure of composition C39H32ClF5N2O5P2TeZr. Source: OMol25; level of theory: the ωB97M-V functional and the def2-TZVPD basis.

For the total energy, the calculation gives -107438.093 eV.

```
! wB97M-V def2-TZVPD RIJCOSX def2/J DEFGRID3
* xyz 2 1
Zr 0.74182 0.06243 -0.05849
O -0.54653 -1.67699 0.36991
P -1.03081 -2.99024 -0.18850
C -0.00194 -3.65041 -1.56974
P 0.29248 -1.63027 -3.18531
O 0.09793 -0.80194 -1.95045
C -0.68590 -1.04962 -4.53680
C -1.43057 0.11784 -4.37600
C -2.15839 0.61032 -5.45013
C -2.13696 -0.05673 -6.66713
C -1.38961 -1.21976 -6.82594
C -0.65600 -1.71673 -5.76387
C 1.97459 -1.85077 -3.68966
C 2.71303 -0.69714 -3.96483
C 4.02053 -0.81472 -4.40268
C 4.59002 -2.07360 -4.56202
C 3.85501 -3.21873 -4.29292
C 2.54072 -3.11101 -3.86285
C -1.09775 -4.21022 1.10021
C -1.00880 -5.58509 0.87124
C -1.07980 -6.46388 1.93978
C -1.24291 -5.97420 3.22930
C -1.33090 -4.60744 3.45871
C -1.25568 -3.71971 2.39906
C -2.79679 -2.74651 -0.78432
C -3.76861 -3.69894 -0.13525
C -4.92221 -3.25580 0.35911
C -5.29186 -1.83952 0.35682
C -4.49350 -0.89302 -0.13431
C -3.18666 -1.22930 -0.74235
H -0.14789 -4.72674 -1.65001
H 1.04158 -3.46707 -1.28966
H -1.43342 0.63029 -3.42096
H -2.73118 1.52119 -5.34100
H -2.69493 0.33938 -7.50548
H -1.36812 -1.72531 -7.78209
H -0.05445 -2.60983 -5.89103
H 2.27112 0.28376 -3.82836
H 4.59560 0.07346 -4.62785
H 5.61114 -2.16103 -4.90882
H 4.30082 -4.19472 -4.42785
H 1.96166 -4.00640 -3.67338
H -0.87880 -5.98597 -0.12601
H -1.00188 -7.52863 1.76807
H -1.29529 -6.66315 4.06165
H -1.44731 -4.23240 4.46618
H -1.29218 -2.65249 2.57979
H -3.50455 -4.74672 -0.08855
H -5.60782 -3.95957 0.81238
H -6.23781 -1.56434 0.80354
H -4.74741 0.15625 -0.07701
H -2.39659 -0.51527 -0.53281
N 4.78084 -1.07753 -0.03942
C 3.69195 -0.73192 -0.73490
N 2.63535 -1.47942 -0.46235
C 3.09196 -2.38428 0.51280
C 2.43681 -3.39971 1.20331
C 3.16285 -4.14946 2.10634
C 4.52359 -3.90357 2.33917
C 5.18769 -2.89308 1.67626
C 4.44177 -2.15033 0.77028
H 5.67307 -0.61419 -0.08906
H 3.70011 0.07834 -1.44410
H 1.38387 -3.59462 1.07878
H 2.66917 -4.93972 2.65635
H 5.05808 -4.51135 3.05581
H 6.23427 -2.68924 1.85655
Cl -4.13351 -6.11900 -6.81431
C -3.82439 -5.08845 -5.48770
C -4.11864 -3.73007 -5.59770
C -3.86963 -2.90053 -4.52853
C -3.33193 -3.43251 -3.34554
C -3.04708 -4.80440 -3.24941
C -3.28694 -5.63334 -4.31691
C -3.09274 -2.57632 -2.24674
O -3.32783 -1.30789 -2.25433
O -0.31132 -3.09743 -2.84857
H -4.53940 -3.34625 -6.51598
H -4.08591 -1.84199 -4.59535
H -2.64549 -5.21622 -2.33153
H -3.08002 -6.69261 -4.26694
F -0.99932 0.59083 1.90385
Te -1.44830 2.12417 0.88005
F 0.61100 2.09280 0.92040
F 1.64387 -0.23321 1.59857
F -3.23295 1.45504 1.02132
F 1.77429 1.16550 -1.24498
O -1.15290 1.18828 -0.65011
*
```

***

No. 2
An isolated molecule of C4H6N2O2 in a non-equilibrium geometry. Source: OMol25; level of theory: the ωB97M-V functional and the def2-TZVPD basis.

For the total energy, the calculation gives -11317.163 eV. As for the SMILES: C=C1OCC(=O)N1N.

```
! wB97M-V def2-TZVPD RIJCOSX def2/J DEFGRID3
* xyz 0 1
C 0.62035 -0.85001 -0.14028
C 0.64543 -1.95723 -0.76491
C 0.70120 0.89149 1.45210
C -0.20390 1.18596 0.43367
H -2.26794 0.10835 -0.57686
H -1.29501 0.85206 -1.91095
H -0.13555 -2.26562 -1.51978
H 1.74543 -2.30596 -0.55935
H 0.12519 0.90710 2.41018
H 1.48489 1.58685 1.59711
N -1.46701 -0.03454 -1.28042
N -0.49567 0.02545 -0.27226
O 1.40988 -0.40617 0.89687
O -0.86728 2.26225 0.23487
*
```

***

No. 3
A structure of composition C5H8N2O2 in a non-equilibrium geometry. Source: OMol25; level of theory: the ωB97M-V functional and the def2-TZVPD basis.

For the total energy, the calculation gives -12387.649 eV.

```
! wB97M-V def2-TZVPD RIJCOSX def2/J DEFGRID3
* xyz 0 1
N -0.59395 1.02607 -3.94494
C -0.13869 0.34365 -3.11045
C -0.17507 -0.10158 -1.70436
N 1.00990 -0.55537 -1.00998
C 0.90020 -0.60154 0.24781
C 1.80757 -0.79147 1.43255
C 0.58966 -0.30809 2.23435
O -0.18084 -0.21273 0.99502
H -0.48475 0.83041 -1.18691
H -0.95647 -0.88209 -1.65725
H 2.10933 -1.83084 1.60273
H 2.68409 -0.13369 1.44906
H 0.13153 -1.03691 2.91205
H 0.67722 0.67451 2.71065
O -2.78195 1.05470 -0.26600
H -2.02417 0.73668 0.24757
H -2.57360 1.78829 -0.95190
*
```